{
  "formula": "C48H102F9N5O8",
  "method": "ωB97M-V/def2-TZVPD",
  "symbols": ["C", "C", "O", "C", "O", "C", "F", "F", "F", "H", "H", "H", "H", "H", "C", "C", "O", "C", "O", "C", "F", "F", "F", "H", "H", "H", "H", "H", "C", "C", "O", "C", "O", "C", "F", "F", "F", "H", "H", "H", "H", "H", "C", "C", "N", "C", "C", "C", "C", "H", "H", "H", "H", "H", "H", "H", "H", "H", "H", "H", "H", "H", "H", "H", "C", "C", "N", "C", "C", "C", "C", "H", "H", "H", "H", "H", "H", "H", "H", "H", "H", "H", "H", "H", "H", "H", "C", "C", "N", "C", "C", "C", "C", "H", "H", "H", "H", "H", "H", "H", "H", "H", "H", "H", "H", "H", "H", "H", "C", "C", "N", "C", "C", "C", "C", "H", "H", "H", "H", "H", "H", "H", "H", "H", "H", "H", "H", "H", "H", "H", "C", "C", "N", "C", "C", "C", "C", "H", "H", "H", "H", "H", "H", "H", "H", "H", "H", "H", "H", "H", "H", "H", "C", "C", "C", "O", "H", "H", "H", "H", "H", "H", "C", "C", "C", "O", "H", "H", "H", "H", "H", "H"],
  "xyz": [[-4.88, 1.64, -5.65], [-5.18, 2.39, -4.34], [-5.16, 1.60, -3.09], [-3.99, 1.04, -2.57], [-2.89, 1.04, -3.12], [-4.24, 0.11, -1.30], [-4.29, -1.14, -1.65], [-3.26, 0.27, -0.37], [-5.46, 0.39, -0.75], [-5.41, 0.70, -5.77], [-3.81, 1.49, -5.83], [-5.12, 2.21, -6.54], [-6.18, 2.81, -4.37], [-4.36, 3.11, -4.27], [-0.02, -0.14, -4.60], [1.13, -0.47, -5.48], [2.41, -0.31, -4.74], [2.84, -1.30, -3.94], [2.25, -2.37, -3.67], [4.27, -1.07, -3.42], [4.87, -2.23, -3.49], [4.94, -0.18, -4.19], [4.30, -0.63, -2.13], [-1.01, -0.47, -4.94], [-0.21, 0.91, -4.39], [-0.09, -0.69, -3.66], [1.12, 0.33, -6.22], [1.11, -1.35, -6.11], [-1.26, -2.11, 0.44], [-0.19, -1.14, 0.88], [0.07, -0.24, -0.21], [0.82, 0.89, 0.02], [1.21, 1.22, 1.19], [1.00, 1.70, -1.27], [-0.15, 2.06, -1.76], [1.79, 2.78, -1.02], [1.58, 0.97, -2.21], [-1.85, -2.62, 1.19], [-0.55, -2.79, -0.02], [-1.88, -1.71, -0.36], [0.68, -1.77, 1.10], [-0.61, -0.62, 1.74], [-1.93, 4.40, -3.70], [-1.86, 4.16, -5.28], [-1.90, 5.34, -6.01], [-3.20, 6.10, -5.92], [-4.33, 5.57, -6.70], [-1.27, 5.20, -7.31], [-0.74, 6.43, -8.07], [-0.97, 4.81, -3.38], [-2.03, 3.47, -3.15], [-2.72, 5.11, -3.44], [-0.89, 3.67, -5.34], [-2.61, 3.44, -5.62], [-3.54, 6.39, -4.93], [-2.85, 7.06, -6.30], [-4.31, 5.67, -7.79], [-4.45, 4.52, -6.43], [-5.23, 6.04, -6.30], [-2.00, 4.73, -7.97], [-0.43, 4.52, -7.22], [0.24, 6.26, -8.51], [-0.55, 7.26, -7.38], [-1.49, 6.67, -8.82], [7.71, 2.80, 0.34], [6.19, 2.51, 0.42], [5.93, 1.15, 0.77], [4.51, 0.81, 0.78], [4.11, -0.68, 0.84], [6.60, 0.66, 1.95], [6.17, 1.32, 3.24], [7.93, 3.64, -0.32], [8.29, 1.91, 0.05], [8.19, 2.96, 1.31], [5.72, 3.01, 1.26], [5.64, 2.82, -0.47], [4.14, 1.31, 1.67], [4.01, 1.17, -0.12], [4.27, -1.10, 1.83], [3.05, -0.87, 0.72], [4.70, -1.31, 0.17], [7.69, 0.67, 1.90], [6.25, -0.36, 2.12], [6.15, 2.39, 3.08], [6.75, 1.12, 4.14], [5.14, 1.05, 3.50], [-1.15, 3.14, 6.89], [-0.78, 1.67, 6.64], [0.14, 1.44, 5.57], [-0.37, 1.92, 4.26], [-1.58, 1.05, 3.94], [1.44, 2.16, 5.89], [2.65, 1.63, 5.15], [-0.26, 3.61, 7.31], [-1.98, 3.21, 7.60], [-1.46, 3.70, 6.01], [-0.42, 1.21, 7.56], [-1.69, 1.12, 6.41], [-0.66, 2.97, 4.22], [0.35, 1.59, 3.50], [-1.22, 0.02, 3.91], [-2.56, 1.17, 4.40], [-1.85, 1.31, 2.91], [1.70, 2.22, 6.95], [1.28, 3.20, 5.61], [2.48, 1.79, 4.08], [2.71, 0.54, 5.21], [3.60, 2.06, 5.45], [1.01, -3.44, 3.72], [0.55, -4.30, 4.96], [0.35, -5.70, 4.65], [1.44, -6.31, 3.96], [2.84, -6.09, 4.61], [-0.15, -6.42, 5.79], [-1.55, -6.11, 6.28], [0.39, -3.51, 2.83], [2.02, -3.60, 3.34], [1.05, -2.38, 3.99], [1.22, -4.12, 5.80], [-0.39, -3.88, 5.33], [1.62, -5.91, 2.96], [1.25, -7.36, 3.77], [2.83, -6.64, 5.55], [3.08, -5.06, 4.88], [3.62, -6.34, 3.89], [0.15, -7.45, 5.61], [0.48, -6.16, 6.65], [-1.77, -5.06, 6.48], [-2.31, -6.45, 5.57], [-1.66, -6.62, 7.24], [-3.14, -5.12, 2.77], [-2.29, -6.38, 2.36], [-2.97, -7.13, 1.37], [-2.06, -7.83, 0.40], [-1.58, -6.88, -0.67], [-3.84, -8.07, 2.04], [-4.89, -8.77, 1.20], [-4.06, -5.32, 3.32], [-3.32, -4.58, 1.84], [-2.54, -4.46, 3.40], [-1.43, -5.98, 1.82], [-2.00, -6.98, 3.22], [-1.24, -8.30, 0.94], [-2.70, -8.58, -0.07], [-0.97, -7.41, -1.41], [-2.43, -6.45, -1.19], [-0.92, -6.08, -0.33], [-4.50, -7.60, 2.77], [-3.38, -8.88, 2.62], [-5.66, -9.21, 1.84], [-4.52, -9.68, 0.72], [-5.55, -8.19, 0.56], [4.07, 3.62, -3.78], [3.19, 4.61, -4.48], [2.59, 4.37, -5.84], [3.03, 5.65, -3.95], [3.98, 3.75, -2.70], [5.08, 3.77, -4.17], [3.71, 2.62, -3.99], [3.09, 3.50, -6.25], [2.77, 5.23, -6.48], [1.51, 4.26, -5.74], [-1.83, 4.95, 0.07], [-3.12, 4.25, 0.39], [-3.57, 4.00, 1.79], [-3.84, 3.97, -0.62], [-1.11, 5.00, 0.89], [-2.13, 5.98, -0.11], [-1.36, 4.58, -0.84], [-4.52, 3.48, 1.69], [-3.66, 4.93, 2.35], [-2.79, 3.39, 2.26]],
  "relative_energy_ev": 1.805,
  "e_homo_ev": -7.7,
  "gap_ev": 8.2,
  "mol_weight_g_mol": 1048.35,
  "lumo_energy_ev": 0.5
}